Record 1
Computed, not measured: the molecule C4H7NOS, with wB97M-V/def2-TZVPD.

Each line ends with the Löwdin charge.
Element x y z (Å)
C: -1.7954 1.1670 -0.1333  -0.06
C: -0.3339 -0.8253 0.0701  -0.79
C: 1.0048 -1.4000 0.1851  -0.22
C: 2.1426 -0.9092 -0.2633  0.03
H: -2.2854 0.8816 -1.0569  0.08
H: -2.4886 0.9096 0.6789  0.08
H: -1.6417 2.2237 -0.1348  0.08
H: 0.6610 1.6705 1.0314  0.17
H: 1.0149 -2.4107 0.5358  0.08
H: 3.0666 -1.4738 -0.1641  0.06
H: 2.2190 0.0758 -0.7588  0.07
N: -0.4954 0.5279 -0.0046  -0.25
O: 0.5370 1.4169 0.0543  -0.02
S: -1.6056 -1.8539 -0.0396  0.68

Properties
* LUMO level: 0.25 eV
* total charge: 0
* HOMO: -0.3070 Ha
* orbital gap: 8.6 eV
* E: -18631.65993 eV

***

Record 2
Computed, not measured: the molecule C4H7NOS, with wB97M-V/def2-TZVPD.

Each line ends with the Löwdin charge.
Element x y z (Å)
C: -0.6156 -0.5081 -1.4815  -0.23
C: 0.0663 -0.4315 -0.1222  -0.31
C: 1.3008 -0.9023 -0.0275  0.06
C: -0.7831 0.0468 0.9387  -0.26
H: -0.6714 1.3460 -2.0269  0.09
H: 0.1609 -0.7587 -2.2384  0.12
H: -1.4061 -1.2759 -1.4715  0.13
H: 1.8956 -1.3422 -0.8012  0.07
H: 1.8209 -0.8527 0.9034  0.03
H: -1.8382 -0.2171 0.8481  0.13
H: 0.7563 2.1084 3.2505  -0.15
N: -0.4800 0.7910 1.9284  -0.34
O: -1.3199 0.6492 -1.9103  -0.06
S: 1.1135 1.3472 2.2104  0.73

Properties
* LUMO level: 0.45 eV
* total charge: 0
* HOMO: -0.3300 Ha
* orbital gap: 9.4 eV
* E: -18632.40020 eV

***

Record 3
Computed, not measured: the molecule C4H7NOS, with wB97M-V/def2-TZVPD.

Each line ends with the Löwdin charge.
Element x y z (Å)
C: 2.0518 0.4477 -0.0516  -0.23
C: 0.4802 0.4583 -0.1663  -0.36
C: -0.2175 1.7229 -0.1529  -0.20
C: -1.4495 1.9826 0.2219  0.01
H: 1.6189 -1.4858 0.7913  0.23
H: 2.3080 0.8146 1.1252  0.17
H: 2.4890 1.0715 -0.9128  0.14
H: 0.5047 2.4667 -0.5471  0.11
H: -1.8121 3.0633 0.1953  0.09
H: -2.0982 0.9495 0.3534  0.04
H: -1.4673 -2.5249 -0.0468  -0.16
N: -0.0646 -0.6791 0.2648  -0.40
O: 2.3506 -0.9554 -0.0111  -0.23
S: -1.5678 -1.2266 -0.1144  0.79

Properties
* LUMO level: -0.32 eV
* total charge: 0
* HOMO: -0.3173 Ha
* orbital gap: 8.3 eV
* E: -18629.56449 eV

***

Record 4
Computed, not measured: the molecule C4H7NOSi, with wB97M-V/def2-TZVPD.

Each line ends with the Löwdin charge.
Element x y z (Å)
C: 1.3617 0.5923 0.4021  0.01
C: -0.7457 1.0595 1.2457  -0.19
C: 0.4178 1.4820 0.0797  -0.51
C: 1.8939 -0.6750 -0.0703  -0.12
N: -1.4366 -0.7408 -1.0457  -0.08
O: 0.2001 2.6738 -0.1957  0.06
Si: -1.6833 -0.3010 0.5812  0.66
H: 3.0088 -0.5209 -0.0225  0.10
H: 1.6089 -1.5757 0.4101  0.05
H: 1.7350 -0.8915 -1.1335  0.08
H: -2.2091 -1.0812 -1.4912  -0.02
H: -0.7743 -0.3333 -1.6155  0.00
H: -0.3258 1.1222 2.2505  0.01
H: -3.0515 -0.8103 0.6051  -0.05

Properties
* LUMO level (alpha / beta): 0.24 / -1.64 eV
* expectation value of S²: 2.04
* 2S+1: 3
* total charge: 0
* HOMO (alpha / beta): -0.2490 / -0.3039 Ha
* orbital gap (alpha / beta): 7.0 / 6.6 eV
* E: -15669.62631 eV